C4H10NO5 | ωB97M-V/def2-TZVPD

XYZ file:
```
20
Properties=species:S:1:pos:R:3:forces:R:3:lowdin_charge:R:1
O 0.349 3.492 -0.606 0.6 -0.3 -0.3 -0.036
O -1.651 -1.220 -1.903 -0.4 -0.1 -0.4 -0.073
O 2.224 -2.405 0.884 -0.6 0.3 0.1 -0.092
O -0.430 -1.815 0.325 0.1 0.5 0.2 -0.099
O -0.559 2.842 1.341 0.4 0.0 0.1 -0.090
N -0.791 0.425 0.835 -0.4 -0.7 -1.1 0.084
C 1.186 0.612 -0.775 -2.9 -1.0 0.2 -0.030
C -0.926 -0.889 0.995 0.3 -0.3 -0.2 -0.341
C -0.231 1.154 -0.313 2.6 0.3 0.9 -0.252
C -0.052 2.646 0.198 -1.4 0.1 0.6 -0.691
H 1.735 0.612 0.168 1.0 0.7 -0.6 0.087
H 1.729 -2.675 1.665 0.3 -0.3 0.2 0.021
H 1.139 -0.459 -1.084 -0.2 0.8 0.0 0.056
H -2.029 -1.001 -1.042 0.1 0.0 -0.4 0.012
H -0.973 -1.859 -1.647 0.0 0.2 0.1 0.022
H 1.339 1.219 -1.668 1.2 0.2 0.6 0.077
H -0.877 1.365 -1.136 -0.9 -0.9 -0.6 0.123
H -1.590 -1.239 1.787 -0.1 0.6 0.7 0.127
H 1.486 -1.926 0.449 0.4 -0.2 -0.2 -0.015
H -1.076 1.122 1.528 -0.2 0.1 0.2 0.111
```
Forces are in eV/Å.

Net charge: -1
ΔE to the lowest compared entry with this formula, charge and spin (kcal/mol): 31.2
Energy (hartree): -589.45191
Lowest unoccupied orbital energy (Eh): 0.1212
HOMO level (eV): -5.021


C28H50N2O5PSZn | ωB97M-V/def2-TZVPD

XYZ file:
```
88
Properties=species:S:1:pos:R:3:forces:R:3:lowdin_charge:R:1
Zn 0.909 0.239 0.335 -0.2 0.2 0.0 0.566
S 0.806 -1.918 -3.547 -0.3 0.1 -0.1 0.688
P -0.352 -0.019 2.804 0.1 -0.2 0.7 1.110
O 0.871 4.172 1.138 0.1 -0.2 -0.1 0.028
O 1.422 2.015 0.978 0.2 0.3 0.2 -0.130
O 1.702 1.138 -1.780 0.0 -0.2 0.1 -0.133
O -0.875 0.689 -0.306 -0.3 -0.1 -0.2 -0.135
O -2.268 2.414 -0.585 0.1 -0.2 0.0 0.032
N 1.449 -4.284 -2.589 0.0 -0.1 0.0 -0.021
N 3.199 -2.795 -2.826 -0.1 -0.1 0.0 0.006
C 2.047 -1.325 0.491 0.1 -0.2 0.0 -0.034
C 0.564 2.104 4.422 0.0 -0.1 0.0 -0.113
C 3.634 -4.496 0.260 0.0 0.0 0.1 -0.057
C 4.235 -1.047 -4.252 0.0 -0.1 0.1 -0.093
C 3.753 -1.445 -2.860 0.1 0.1 -0.3 -0.263
C 1.190 2.097 -3.810 0.0 -0.1 0.1 -0.096
C 2.809 -2.225 0.781 0.0 -0.1 -0.1 -0.159
C 2.286 -5.989 -4.182 0.0 0.1 0.1 -0.082
C 3.476 -3.702 2.623 0.0 0.0 0.0 -0.057
C -1.103 -2.581 2.011 0.1 0.0 0.1 -0.124
C 1.009 3.239 -1.058 0.1 -0.3 0.3 -0.095
C 2.353 2.885 -3.157 0.0 -0.1 0.1 -0.095
C -0.681 -2.431 4.490 0.1 0.0 -0.1 -0.113
C -2.014 0.645 3.335 0.1 -0.1 -0.1 -0.526
C 2.197 2.480 -1.679 -0.1 0.3 -0.2 -0.251
C -0.316 -1.867 3.118 -0.1 0.1 -0.1 -0.540
C 0.549 1.441 -2.580 -0.1 0.3 -0.4 -0.289
C 5.187 -2.701 1.091 0.0 0.0 0.0 -0.053
C -0.189 2.499 -1.745 0.0 -0.3 0.2 -0.096
C -1.205 1.835 -0.790 -0.1 0.4 -0.1 -0.598
C 1.082 3.153 0.486 -0.2 0.3 -0.2 -0.597
C -3.139 0.241 2.379 0.1 0.1 0.0 -0.111
C 0.735 0.600 4.197 0.0 -0.1 -0.2 -0.546
C -2.424 0.404 4.788 0.0 0.1 0.0 -0.120
C 2.196 0.295 3.852 -0.1 0.0 0.0 -0.123
C 1.882 -3.043 -2.970 0.2 0.1 0.1 -0.866
C 2.224 -5.504 -2.733 0.1 0.0 -0.2 -0.263
C 3.764 -3.275 1.177 0.0 0.1 0.1 -0.626
H 3.537 -2.843 3.291 0.0 0.0 0.0 0.074
H 3.890 -4.228 -0.765 0.0 -0.1 0.3 0.038
H -0.789 -3.626 1.932 0.0 0.0 0.0 0.071
H -0.937 -2.098 1.046 0.0 -0.1 0.0 0.057
H 3.235 -5.348 -2.356 -0.1 -0.1 0.0 0.082
H 2.846 0.563 4.690 0.0 0.0 0.0 0.074
H -2.173 -2.566 2.223 0.0 0.0 0.0 0.057
H -4.041 0.814 2.613 0.0 0.0 0.0 0.076
H -0.208 -1.885 5.308 0.0 0.0 0.0 0.059
H -1.602 0.563 5.487 -0.1 0.0 0.0 0.055
H 1.018 4.296 -1.311 0.0 0.0 0.0 0.143
H 3.737 -3.485 -2.330 -0.1 0.1 -0.1 0.086
H 3.323 2.572 -3.546 0.0 0.0 0.0 0.101
H 0.482 2.728 -4.347 0.0 0.0 0.0 0.111
H 2.354 -0.758 3.613 0.0 0.0 0.0 0.041
H 0.463 -4.382 -2.774 0.0 0.0 0.0 0.100
H -0.355 -3.475 4.553 0.0 0.0 0.0 0.071
H -0.409 2.351 4.851 0.0 0.0 0.0 0.059
H -2.864 0.453 1.349 0.0 0.0 -0.1 0.055
H 2.713 -5.208 -4.813 0.0 0.0 0.0 0.073
H -3.233 1.090 5.057 0.0 0.0 0.0 0.076
H 2.493 0.879 2.980 0.0 0.0 0.0 0.063
H 1.761 -6.262 -2.099 0.1 0.0 0.1 0.115
H 2.260 3.964 -3.278 0.0 0.0 0.0 0.109
H 2.902 -6.886 -4.270 0.0 0.0 0.0 0.068
H 5.395 -2.347 0.080 0.0 0.0 0.0 0.070
H 1.284 -6.215 -4.548 0.0 0.0 0.0 0.072
H 2.992 -0.748 -2.511 0.0 0.0 0.1 0.069
H 5.932 -3.456 1.360 0.0 0.0 0.0 0.080
H 1.332 2.458 5.116 0.0 0.0 0.0 0.076
H -2.798 -0.611 4.923 0.0 0.0 0.0 0.057
H 0.678 2.653 3.487 0.0 0.1 -0.1 0.066
H 5.280 -1.851 1.768 0.0 0.0 0.0 0.087
H -1.760 -2.417 4.642 0.0 0.0 0.0 0.057
H -0.019 0.538 -2.778 0.1 0.0 0.1 0.095
H 4.702 -0.061 -4.213 0.0 0.0 0.0 0.067
H 2.609 -4.868 0.270 0.0 0.0 -0.1 0.090
H 4.967 -1.763 -4.632 0.0 0.0 0.0 0.065
H -0.757 3.180 -2.376 0.0 0.1 0.0 0.145
H 2.473 -4.126 2.702 0.0 0.0 0.0 0.081
H -3.382 -0.820 2.474 0.0 0.0 0.0 0.057
H 4.200 -4.453 2.954 0.0 0.0 0.0 0.080
H 4.306 -5.296 0.585 0.0 0.0 0.0 0.087
H 0.474 0.066 5.118 0.0 0.0 0.0 0.078
H 4.586 -1.416 -2.156 0.0 -0.1 0.1 0.108
H 1.564 1.330 -4.489 0.0 0.0 0.0 0.100
H -1.857 1.720 3.197 0.0 0.0 0.0 0.102
H 3.106 2.501 -1.083 0.0 -0.1 0.0 0.160
H 3.391 -1.011 -4.941 0.0 0.0 0.0 0.052
H 0.743 -2.081 2.934 0.0 0.0 0.0 0.061
```
Forces are in eV/Å.

Net charge: -1
ΔE to the lowest compared entry with this formula, charge and spin (kcal/mol): 15.4
Energy (hartree): -4101.63717
Lowest unoccupied orbital energy (Eh): 0.0841
HOMO level (eV): -5.291


C4H5Br3O | ωB97M-V/def2-TZVPD

XYZ file:
```
13
Properties=species:S:1:pos:R:3:forces:R:3:lowdin_charge:R:1
Br 2.234 1.767 -1.109 0.2 -1.2 0.3 0.505
Br 3.375 0.530 1.572 0.1 -0.3 -0.1 0.583
Br 2.557 -1.559 -0.758 0.3 0.3 -0.2 0.670
O -0.145 -1.216 0.750 -0.7 0.0 -1.1 -0.051
C -2.195 0.037 -0.299 -0.9 -0.6 3.7 -0.046
C -0.744 -0.277 -0.283 2.4 -0.5 1.0 -0.256
C 0.325 0.040 0.713 1.9 -0.5 -2.1 -0.271
C 2.300 0.126 0.046 -4.0 1.2 0.9 -1.639
H -2.613 0.679 0.592 1.0 -1.3 -1.6 0.127
H -2.218 0.595 -1.160 -1.1 1.4 -2.1 0.042
H -0.341 -0.432 -1.298 0.0 -0.4 0.6 0.127
H -2.815 -0.897 -0.368 0.6 0.9 -0.1 0.105
H 0.280 0.607 1.601 0.1 0.9 0.8 0.104
```
Forces are in eV/Å.

ΔE to the lowest compared entry with this formula, charge and spin (kcal/mol): 62.8
Energy (hartree): -7952.56547
Lowest unoccupied orbital energy (Eh): -0.0029
HOMO level (eV): -9.112


C39H48Cl3I2N6O4PbSSi | ωB97M-V/def2-TZVPD

XYZ file:
```
105
Properties=species:S:1:pos:R:3:forces:R:3:lowdin_charge:R:1
Pb -0.020 0.194 0.041 -0.5 0.0 1.0 1.325
I -4.706 -1.615 0.101 0.1 -0.1 0.1 0.915
I -4.051 -4.042 5.587 0.0 0.1 -0.1 0.808
Cl 0.254 -2.870 -5.048 -0.1 0.1 0.1 0.580
Cl -2.601 -3.369 -3.587 -0.1 -0.1 0.1 -0.032
Cl -1.866 -0.916 -5.614 0.0 0.0 0.1 0.593
S -4.180 6.504 1.321 0.0 -0.1 0.0 0.401
Si 3.084 0.615 -1.039 0.7 0.0 -0.4 0.868
O -5.489 6.042 1.751 0.0 0.0 0.0 -0.366
O -3.210 6.631 2.407 0.1 -0.1 0.1 -0.371
O -4.185 7.631 0.407 0.0 0.0 0.0 -0.354
O -2.066 -0.318 1.005 0.4 0.5 0.0 -0.367
N 0.659 -0.922 2.498 0.0 0.0 0.0 -0.107
N 2.126 5.929 3.618 -0.1 -0.1 -0.1 0.151
N -0.494 2.437 1.720 -0.1 0.1 0.2 0.010
N -0.136 -2.483 0.360 0.0 0.0 -0.1 0.041
N -1.706 1.796 -1.435 -0.1 -0.1 0.3 0.025
N -0.279 -0.526 -2.331 -0.1 -0.3 -0.7 0.051
C 3.762 -1.186 -1.279 -0.1 -0.1 0.1 -0.618
C -0.586 -4.573 -0.717 0.0 -0.1 0.0 -0.043
C 2.633 0.758 -3.886 0.0 0.0 0.1 -0.101
C -0.975 -1.807 -4.426 0.3 0.0 -0.4 -1.385
C -3.520 5.136 0.359 0.0 0.0 0.1 -0.271
C 1.235 5.272 3.305 0.0 0.0 0.0 -0.174
C -0.695 -3.201 -0.627 0.0 0.1 0.1 -0.141
C -0.409 -0.532 3.445 -0.1 0.0 -0.2 -0.153
C 3.822 3.076 0.272 0.0 -0.1 0.1 -0.103
C 2.109 2.798 -2.587 0.1 0.0 0.0 -0.102
C 4.059 1.559 0.353 -0.1 0.0 0.0 -0.617
C 3.093 1.617 -2.698 -0.1 0.1 0.0 -0.619
C 5.574 1.318 0.279 0.0 0.1 0.0 -0.091
C 0.123 -5.238 0.273 0.0 0.0 0.0 -0.050
C 0.154 4.401 2.922 0.0 0.1 0.1 -0.191
C 3.559 1.106 1.735 0.0 0.0 0.0 -0.115
C -2.112 3.689 2.967 -0.2 0.0 0.0 -0.014
C -0.576 -1.076 -3.313 -0.1 0.0 0.3 -0.399
C -2.249 5.249 -0.199 -0.1 0.0 0.0 -0.053
C -4.124 -2.648 2.885 0.1 0.1 0.0 -0.232
C -3.376 -2.789 4.046 -0.1 -0.1 0.1 -0.744
C 0.639 -4.510 1.330 0.0 -0.1 0.0 -0.023
C -2.181 -2.111 4.192 0.0 0.0 -0.1 -0.137
C 0.969 -2.348 2.549 0.0 0.0 -0.1 -0.153
C 2.765 -2.070 -2.046 0.0 0.1 0.0 -0.107
C 4.492 2.159 -3.043 0.0 0.0 0.0 -0.088
C 5.098 -1.209 -2.044 0.0 0.0 0.1 -0.087
C -4.221 3.945 0.245 0.1 0.1 0.0 -0.053
C 3.962 -1.853 0.092 0.0 0.1 -0.1 -0.101
C -1.670 4.162 -0.832 0.1 0.0 0.0 -0.044
C -1.748 2.621 2.166 0.2 0.0 0.0 -0.124
C -2.356 2.954 -0.904 0.0 0.0 0.0 -0.333
C -1.151 4.601 3.362 0.0 0.1 0.0 0.013
C 0.477 -3.129 1.348 0.0 0.0 -0.1 -0.268
C -3.640 2.852 -0.388 0.0 -0.1 -0.1 -0.041
C -1.698 -1.269 3.194 0.0 0.1 -0.1 -0.161
C -2.424 -1.092 1.988 -0.3 -0.4 0.1 -0.463
C 0.424 3.323 2.091 0.1 -0.2 -0.1 -0.100
C -3.638 -1.827 1.889 0.1 0.2 -0.3 -0.618
H 3.037 -1.830 0.675 0.0 0.0 0.0 0.053
H 5.856 -0.564 -1.596 0.0 -0.1 0.0 0.061
H 4.238 3.556 1.165 0.0 0.0 0.0 0.094
H 5.839 0.283 0.493 0.0 0.1 0.0 0.061
H 1.113 2.461 -2.283 0.0 0.0 -0.1 0.048
H 2.044 -2.507 2.669 0.0 0.1 -0.1 0.122
H -4.167 1.903 -0.457 0.0 0.1 0.0 0.098
H 1.154 -5.002 2.147 0.0 0.0 0.0 0.116
H 1.813 -2.156 -1.519 0.0 0.0 0.0 0.046
H 2.518 1.403 -4.765 0.0 0.0 0.0 0.090
H 5.488 -2.234 -2.041 0.0 0.0 0.0 0.089
H -5.063 -3.167 2.758 0.0 0.0 0.0 0.079
H 5.984 1.581 -0.699 0.0 0.0 0.1 0.070
H 4.833 2.913 -2.335 0.0 0.0 -0.1 0.057
H 2.762 3.330 0.222 0.0 0.0 0.0 0.055
H 0.489 -2.800 3.423 0.1 0.0 0.1 0.124
H 6.075 1.949 1.025 0.0 0.0 0.0 0.091
H -2.469 1.877 1.851 0.0 0.0 0.0 0.105
H 4.311 3.525 -0.590 0.0 0.0 0.0 0.063
H -1.050 -5.089 -1.548 0.0 0.1 0.0 0.091
H -0.667 4.232 -1.249 -0.1 0.0 0.0 0.105
H -3.145 3.830 3.258 0.1 0.0 0.0 0.128
H 4.098 1.645 2.523 0.0 0.0 0.0 0.095
H 4.237 -2.904 -0.054 0.0 0.0 0.0 0.091
H -5.211 3.889 0.680 0.0 0.0 0.0 0.112
H -1.271 -2.660 -1.365 0.0 0.0 0.0 0.037
H 2.018 3.292 -3.560 0.0 0.0 0.0 0.090
H -2.378 1.052 -1.595 0.0 0.0 -0.1 0.076
H 3.708 0.037 1.901 0.0 0.1 0.0 0.058
H 2.554 -1.703 -3.050 0.0 0.0 0.1 0.046
H -1.611 -2.226 5.107 0.0 0.0 0.0 0.093
H 4.454 2.633 -4.032 0.0 0.0 0.0 0.090
H -0.097 -0.726 4.477 0.0 0.0 0.0 0.121
H 1.431 3.172 1.726 0.0 0.0 0.0 0.082
H 1.493 -0.386 2.707 0.0 0.0 0.1 0.075
H 3.184 -3.079 -2.144 0.0 0.0 0.0 0.092
H 3.361 -0.013 -4.144 -0.1 0.0 0.0 0.068
H 0.252 -6.313 0.235 0.0 0.0 0.0 0.108
H 4.968 -0.909 -3.085 0.0 0.0 0.1 0.066
H 1.674 0.277 -3.697 0.0 0.0 0.0 0.045
H 2.495 1.333 1.856 0.1 0.0 0.0 0.035
H 5.243 1.367 -3.086 0.0 0.0 0.0 0.067
H -1.408 5.457 3.969 -0.1 0.0 -0.1 0.126
H 2.441 3.551 -1.871 -0.1 0.0 0.0 0.060
H -0.556 0.542 3.345 0.0 0.0 -0.1 0.098
H -1.727 6.195 -0.112 0.0 -0.1 0.0 0.121
H 4.756 -1.385 0.677 -0.1 -0.1 0.0 0.060
H -1.205 1.985 -2.294 -0.1 0.0 -0.1 0.073
```
Forces are in eV/Å.

Net charge: -1
Energy (hartree): -5000.98683
Lowest unoccupied orbital energy (alpha / beta) (Eh): 0.0056 / 0.0365
HOMO level (alpha / beta) (eV): -5.516 / -5.575


C4H12NO | ωB97M-V/def2-TZVPD

XYZ file:
```
18
Properties=species:S:1:pos:R:3:forces:R:3:lowdin_charge:R:1
O -2.677 -0.097 -0.507 0.3 0.7 0.9 -0.026
N -0.208 0.235 1.006 -0.5 1.2 1.0 0.056
C 0.484 -1.071 0.813 1.1 -0.7 -0.5 -0.096
C 0.925 0.392 -1.064 0.4 -0.2 -0.2 -0.156
C 1.539 -0.766 -0.267 0.0 0.6 -0.2 -0.145
C 0.322 1.273 0.029 -0.2 -0.8 -1.1 -0.087
H 2.442 -0.424 0.244 0.0 0.0 -0.1 0.121
H -3.362 0.390 -0.036 -0.1 0.1 0.1 0.067
H -0.222 -1.860 0.575 -0.2 0.2 -0.2 0.134
H 1.617 0.921 -1.718 0.2 0.1 0.4 0.127
H -0.045 0.585 1.950 0.0 -0.1 0.0 0.181
H -3.186 -0.568 -1.151 -0.3 -0.7 -0.8 0.053
H -0.520 1.838 -0.358 0.0 0.3 0.3 0.128
H -1.230 0.216 0.904 0.2 -0.7 -0.3 0.134
H 0.185 0.001 -1.766 -0.4 0.1 0.3 0.120
H 1.041 -1.362 1.701 -0.5 0.1 0.3 0.131
H 1.050 1.885 0.546 0.1 0.1 0.0 0.135
H 1.845 -1.591 -0.900 -0.3 -0.3 0.1 0.124
```
Forces are in eV/Å.

Net charge: +1
ΔE to the lowest compared entry with this formula, charge and spin (kcal/mol): 4.2
Energy (hartree): -289.36812
Lowest unoccupied orbital energy (Eh): -0.1154
HOMO level (eV): -16.103


C2H2F6O7S2Sn | ωB97M-V/def2-TZVPD

XYZ file:
```
20
Properties=species:S:1:pos:R:3:forces:R:3:lowdin_charge:R:1
Sn -2.548 0.396 1.845 3.5 -1.3 -2.0 1.705
S 1.335 -1.286 1.177 1.3 -2.4 -2.5 0.521
S -1.606 -0.356 -2.092 -2.9 -2.4 -0.2 0.513
F 0.180 1.384 -2.920 -0.2 0.4 -0.5 0.144
F -1.861 2.049 -3.421 0.2 0.4 0.9 0.141
F -1.035 0.463 -4.526 0.7 -0.1 0.3 0.130
F 2.916 0.882 1.466 -0.1 0.4 0.2 0.121
F 1.511 1.001 -0.190 0.2 0.4 -0.3 0.127
F 3.319 -0.222 -0.326 -0.3 0.1 -0.2 0.155
O 1.050 -2.142 0.020 -0.4 2.0 1.3 -0.305
O -0.960 0.376 4.339 -0.8 0.4 -0.4 -0.136
O -3.063 -0.544 -2.246 1.5 1.1 -0.2 -0.357
O 0.167 -0.637 1.852 -1.2 0.8 0.3 -0.496
O 2.235 -1.962 2.085 -0.4 1.2 0.7 -0.305
O -1.335 0.175 -0.726 0.0 1.1 1.9 -0.512
O -0.858 -1.551 -2.398 0.3 1.5 -0.1 -0.267
C 2.348 0.210 0.464 -0.8 -1.6 0.9 -0.659
C -1.035 1.016 -3.305 -0.7 -1.5 0.0 -0.648
H -0.422 -0.360 4.652 0.1 -0.2 -0.3 0.070
H -0.340 1.109 4.251 0.2 0.0 0.0 0.058
```
Forces are in eV/Å.

ΔE to the lowest compared entry with this formula, charge and spin (kcal/mol): 17.9
Energy (hartree): -2213.82580
Lowest unoccupied orbital energy (Eh): -0.1809
HOMO level (eV): -9.445